{"formula": "C44H80F18N14O2P3", "method": "wB97M-V/def2-TZVPD", "symbols": ["C", "C", "N", "C", "C", "N", "C", "C", "H", "H", "H", "H", "H", "H", "H", "H", "H", "H", "H", "C", "C", "N", "C", "C", "N", "C", "C", "H", "H", "H", "H", "H", "H", "H", "H", "H", "H", "H", "C", "C", "N", "C", "C", "N", "C", "C", "H", "H", "H", "H", "H", "H", "H", "H", "H", "H", "H", "C", "C", "N", "C", "C", "N", "C", "C", "H", "H", "H", "H", "H", "H", "H", "H", "H", "H", "H", "C", "C", "N", "C", "C", "N", "C", "C", "H", "H", "H", "H", "H", "H", "H", "H", "H", "H", "H", "C", "C", "N", "C", "C", "N", "C", "C", "H", "H", "H", "H", "H", "H", "H", "H", "H", "H", "H", "C", "C", "N", "C", "C", "N", "C", "C", "H", "H", "H", "H", "H", "H", "H", "H", "H", "H", "H", "C", "C", "O", "O", "H", "H", "H", "P", "F", "F", "F", "F", "F", "F", "P", "F", "F", "F", "F", "F", "F", "P", "F", "F", "F", "F", "F", "F"], "xyz": [[4.03659, 0.95619, 3.42129], [2.68931, 1.62352, 2.92961], [1.77584, 1.93447, 4.06006], [1.90333, 3.01991, 4.96516], [0.83219, 3.00173, 5.80298], [-0.00428, 1.94298, 5.40413], [0.60237, 1.27400, 4.31304], [-1.19188, 1.55451, 6.04272], [4.45492, 1.55122, 4.23309], [4.77307, 0.99778, 2.61881], [3.96756, -0.04204, 3.85356], [2.23207, 0.89099, 2.26447], [2.80434, 2.60093, 2.46106], [2.71131, 3.73161, 4.88107], [0.59742, 3.67227, 6.61640], [0.29931, 0.42631, 3.71640], [-1.81040, 2.45189, 6.05860], [-0.85692, 1.09148, 6.97088], [-1.58629, 0.67911, 5.52675], [3.83659, -5.77110, 2.96569], [3.90044, -4.65618, 1.91791], [2.89252, -4.75354, 0.94194], [3.10647, -5.45810, -0.17923], [1.93492, -5.46426, -0.89252], [0.93924, -4.90553, -0.09690], [1.53161, -4.45698, 1.03257], [-0.49514, -4.78887, -0.50163], [4.39470, -5.43435, 3.83932], [4.30219, -6.57350, 2.39345], [2.84201, -6.08788, 3.27964], [4.89437, -4.48707, 1.50365], [3.62709, -3.67562, 2.30762], [4.10303, -5.84110, -0.34229], [1.68568, -5.92475, -1.83710], [0.90289, -3.92510, 1.73130], [-0.69333, -3.83105, -0.98265], [-1.17801, -4.90373, 0.34015], [-0.78168, -5.57017, -1.20560], [-1.57664, 1.40835, -7.97479], [-1.24325, 0.48911, -6.76128], [-2.24912, 0.60478, -5.76593], [-3.49548, 0.15775, -5.83870], [-4.18665, 0.32595, -4.62828], [-3.27258, 0.89335, -3.72264], [-2.09846, 0.99160, -4.44457], [-3.43334, 1.22863, -2.33634], [-2.56402, 1.28327, -8.41926], [-0.75972, 1.27030, -8.68308], [-1.68985, 2.46980, -7.75430], [-0.28958, 0.78915, -6.32701], [-1.11995, -0.56054, -7.02799], [-3.76944, -0.27836, -6.78799], [-5.18270, 0.02050, -4.34371], [-1.14430, 1.25057, -4.00993], [-3.29265, 0.24958, -1.87834], [-4.45532, 1.55087, -2.13682], [-2.70640, 1.96634, -1.99656], [-1.08064, 3.30993, 1.28412], [-2.20870, 3.30969, 0.25917], [-3.28781, 4.30018, 0.47984], [-3.72111, 5.26903, -0.42771], [-4.65889, 6.04886, 0.24795], [-4.72796, 5.63730, 1.56431], [-3.93495, 4.56226, 1.64135], [-5.28806, 6.26173, 2.67928], [-0.31319, 2.66921, 0.84982], [-1.44608, 2.87538, 2.21456], [-0.67390, 4.31309, 1.41190], [-2.66025, 2.31820, 0.29335], [-1.79453, 3.39146, -0.74576], [-3.30886, 5.22162, -1.42481], [-5.17854, 6.94379, -0.06103], [-3.63050, 4.09070, 2.56403], [-5.97887, 7.05215, 2.38581], [-4.45437, 6.62541, 3.27993], [-5.86958, 5.59299, 3.31388], [-6.58055, -6.22770, 0.39393], [-6.09647, -5.21083, -0.59786], [-4.99840, -4.39698, -0.07745], [-4.32716, -3.48021, -0.82554], [-3.25909, -2.97143, -0.04807], [-3.44925, -3.49078, 1.22890], [-4.40096, -4.43619, 1.17789], [-2.70777, -3.10053, 2.41450], [-5.86926, -6.99255, 0.70567], [-7.36334, -6.79635, -0.10804], [-6.83871, -5.81014, 1.36712], [-6.93886, -4.53877, -0.76164], [-5.77248, -5.68404, -1.52479], [-4.52484, -3.35035, -1.87932], [-2.36411, -2.40605, -0.26193], [-4.71318, -5.11745, 1.95558], [-2.04667, -2.26504, 2.18424], [-2.10675, -3.94661, 2.74767], [-3.33473, -2.79731, 3.25300], [1.09907, 7.44680, -0.92432], [0.77502, 6.29128, -1.89993], [1.63897, 5.13952, -1.80770], [1.25447, 3.84293, -2.10622], [2.26967, 2.99392, -1.79176], [3.35805, 3.77587, -1.47148], [2.93251, 5.08760, -1.32197], [4.60943, 3.18906, -1.14090], [0.23691, 8.09917, -0.78578], [1.96407, 8.00288, -1.28577], [1.47236, 6.99779, -0.00392], [0.63746, 6.65571, -2.91795], [-0.15994, 5.95349, -1.45289], [0.25775, 3.66576, -2.48245], [2.34560, 1.91883, -1.86135], [3.62161, 5.87130, -1.04389], [5.17778, 2.74943, -1.96054], [4.49080, 2.37504, -0.42579], [5.32278, 3.93242, -0.78500], [1.32154, -1.08237, -4.11244], [2.33591, -2.10452, -4.61268], [3.57447, -2.13092, -3.84267], [4.00212, -3.15398, -3.04459], [5.20036, -2.81578, -2.42845], [5.54595, -1.54842, -2.83372], [4.52637, -1.10955, -3.66212], [6.71521, -0.72001, -2.40530], [0.68017, -1.71437, -3.49819], [0.70401, -0.68641, -4.91864], [1.83060, -0.28395, -3.57254], [2.74327, -1.79398, -5.57483], [2.12809, -3.16471, -4.75727], [3.34907, -3.99418, -2.86021], [5.79925, -3.36424, -1.71647], [4.38323, -0.09051, -3.98994], [7.16459, -0.26288, -3.28688], [7.43418, -1.40193, -1.95122], [6.38256, 0.08535, -1.75045], [4.34387, -1.29877, 0.30681], [5.78480, -1.18609, 0.93020], [6.48923, -0.19392, 0.69558], [6.18847, -2.17293, 1.60386], [3.59843, -1.00140, 1.04437], [4.21443, -2.28832, -0.13151], [4.15852, -0.56381, -0.47650], [-0.11024, -0.31297, -0.25341], [1.36400, -0.45603, -0.87092], [-0.45910, 0.97754, -1.21222], [-0.65683, -1.18335, -1.50110], [-1.65587, -0.33008, 0.21685], [0.14852, -1.64974, 0.66623], [0.41240, 0.52776, 1.02779], [1.06500, -2.67441, 4.74666], [2.20539, -3.81339, 4.53099], [-0.10601, -3.61975, 4.00803], [0.64685, -3.28273, 6.17513], [-0.04303, -1.49266, 4.98222], [2.20960, -1.66933, 5.42839], [1.40103, -1.98335, 3.33508], [-4.23262, 1.02685, 3.19691], [-4.74207, -0.34707, 2.48585], [-4.21340, 0.28859, 4.58435], [-2.65126, 0.67223, 2.77105], [-3.85474, 2.38140, 3.98832], [-4.40039, 1.83185, 1.79077], [-5.76695, 1.42785, 3.54678]], "e_above_lowest_kcal_mol": 119.0, "total_charge": 3, "homo_energy_ev": -12.0490}